Record 1
A cluster of 5 separate species, H8IO4 in total at a distorted geometry. Source: OMol25; level of theory: ωB97M-V/def2-TZVPD.

Total charge: -1
Gap between HOMO and LUMO, eV: 8.29
Energy relative to the best compared isomer or geometry (same formula, charge and spin), kJ/mol: 30.74

XYZ file:
```
13
H8IO4 ωB97M-V/def2-TZVPD
I 25.333 -13.653 -20.416
O 22.041 -14.411 -21.436
H 26.846 -12.954 -16.985
H 22.978 -14.401 -21.199
H 24.710 -11.426 -21.555
H 22.814 -15.385 -18.705
H 26.856 -14.055 -17.893
O 24.292 -10.612 -21.790
H 21.919 -13.580 -21.897
O 26.819 -13.877 -16.949
O 23.547 -15.981 -18.533
H 24.234 -10.121 -20.966
H 24.254 -15.556 -18.990
```

Record 2
A cluster of 2 separate species, H8N2Si2 in total at a distorted geometry. Source: OMol25; level of theory: ωB97M-V/def2-TZVPD.

Gap between HOMO and LUMO (alpha / beta), eV: 7.09 / 6.98
Energy relative to the best compared isomer or geometry (same formula, charge and spin), kJ/mol: 382.12

XYZ file:
```
12
H8N2Si2 ωB97M-V/def2-TZVPD
H -1.581 -1.774 1.215
H -1.736 -0.980 -1.794
Si -0.549 -0.942 1.810
H -0.813 -0.362 3.198
H 1.499 -1.055 -1.035
N 1.288 1.584 -1.443
Si 0.671 0.079 -0.920
H 0.747 -1.654 1.780
H 1.302 1.753 -2.450
N -0.364 0.277 0.449
H 0.895 2.445 -0.983
H -1.359 0.628 0.174
```

Record 3
The ion H8NOP2 with charge -1. Source: OMol25; level of theory: ωB97M-V/def2-TZVPD.

Total charge: -1
Gap between HOMO and LUMO, eV: 7.21

XYZ file:
```
12
H8NOP2 ωB97M-V/def2-TZVPD
H -0.920 -0.436 -1.888
O -1.702 -0.475 -1.308
H 0.826 -0.287 1.817
H -1.626 2.297 0.092
H 2.190 -1.356 0.604
H -0.043 2.023 0.441
H 0.809 -1.267 -1.012
H 1.462 0.509 -0.047
H 0.195 -2.041 0.842
P 0.857 -0.782 0.409
N -0.818 1.741 -0.148
P -1.230 0.075 0.200
```

Record 4
A structure of composition H8Na7O8S at a distorted geometry. Source: OMol25; level of theory: ωB97M-V/def2-TZVPD.

Total charge: +6
Gap between HOMO and LUMO (alpha / beta), eV: 8.09 / 3.32
<S²>: 0.76
Spin multiplicity: 2

XYZ file:
```
24
H8Na7O8S ωB97M-V/def2-TZVPD
H -5.472 3.608 18.209
Na -4.682 -1.072 19.555
O -3.871 0.159 17.237
O -6.389 3.834 18.369
O 0.016 2.401 18.640
O -2.180 1.850 17.225
H -0.757 1.793 16.421
H -2.397 -1.312 17.579
O -3.075 1.117 19.348
Na -6.102 2.064 16.063
Na -5.185 -1.573 16.045
Na -3.097 0.979 14.831
H -0.367 2.638 15.228
Na -5.364 2.387 20.375
O -2.035 -2.131 17.919
S -3.374 1.381 17.934
H -0.821 2.084 18.300
O -0.191 1.797 15.650
H -6.843 2.991 18.392
H 0.674 1.975 18.091
Na -1.282 1.131 20.952
H -1.986 -2.707 17.156
Na -2.844 4.178 16.839
O -4.403 2.382 17.851
```

Record 5
A structure of composition H8O12S2Tl at a distorted geometry. Source: OMol25; level of theory: ωB97M-V/def2-TZVPD.

Total charge: -1
Gap between HOMO and LUMO, eV: 2.50
Energy relative to the best compared isomer or geometry (same formula, charge and spin), kJ/mol: 500.73

XYZ file:
```
23
H8O12S2Tl ωB97M-V/def2-TZVPD
H -1.786 -4.980 2.086
O 0.208 0.140 3.691
O 2.615 1.714 -0.008
H -0.160 0.217 4.571
O 2.797 0.394 -4.916
H -1.574 -4.078 3.283
O -1.772 3.381 1.219
O 4.120 3.345 -0.614
Tl -1.279 -0.665 -0.315
H -1.609 3.766 2.080
O -5.125 -2.536 -0.229
O 0.735 -0.672 -5.686
H -5.352 -3.218 0.403
O 4.826 1.121 -0.704
H 1.098 0.482 3.772
O 0.511 0.998 -4.122
H -5.842 -2.548 -0.863
H -2.376 3.990 0.794
O -1.522 -4.092 2.328
S 1.454 -0.005 -4.598
S 4.021 2.088 0.000
O 4.452 2.189 1.384
O 1.557 -1.031 -3.556
```

Record 6
A cluster of 4 separate species, H8O4 in total at a distorted geometry. Source: OMol25; level of theory: ωB97M-V/def2-TZVPD.

SMILES: O.O.O.O
Gap between HOMO and LUMO, eV: 11.78
Energy relative to the best compared isomer or geometry (same formula, charge and spin), kJ/mol: 92.04

XYZ file:
```
12
H8O4 ωB97M-V/def2-TZVPD
H -1.333 -6.213 -2.320
H -0.116 -6.979 -1.951
H -0.445 -7.759 -3.750
H -0.293 -4.780 -0.554
O -0.204 -7.863 -0.455
O -0.343 -5.178 0.326
H -0.580 -8.539 -1.016
O -0.579 -8.682 -4.000
O -0.383 -6.199 -2.520
H -0.984 -7.456 0.010
H 0.273 -9.187 -3.770
H 0.359 -5.840 0.216
```

Record 7
A cluster of 4 separate species, H8O4 in total at a distorted geometry. Source: OMol25; level of theory: ωB97M-V/def2-TZVPD.

SMILES: O.O.O.O
Gap between HOMO and LUMO, eV: 10.25
Energy relative to the best compared isomer or geometry (same formula, charge and spin), kJ/mol: 242.80

XYZ file:
```
12
H8O4 ωB97M-V/def2-TZVPD
O 3.541 0.764 -1.455
O -1.444 0.895 1.589
H 4.205 0.400 -0.858
H -0.877 0.365 2.159
H 3.275 1.590 -1.034
H -1.907 1.481 2.198
H -2.135 -0.019 0.129
O -1.777 -0.777 0.603
H 0.499 -1.041 -1.792
H -0.463 -1.350 -0.656
H -2.507 -1.406 0.626
O -0.411 -0.901 -1.507
```

Record 8
A cluster of 4 separate species, H8O4 in total at a distorted geometry. Source: OMol25; level of theory: ωB97M-V/def2-TZVPD.

SMILES: O.O.O.O
Gap between HOMO and LUMO, eV: 10.55
Energy relative to the best compared isomer or geometry (same formula, charge and spin), kJ/mol: 103.69

XYZ file:
```
12
H8O4 ωB97M-V/def2-TZVPD
H 2.612 0.245 -0.004
O 2.026 -0.171 0.714
H -3.386 -0.023 -0.590
O -0.595 -1.499 0.164
H 0.229 -1.180 0.634
H 1.246 1.904 -1.753
O 0.568 1.477 -1.210
H 2.243 0.290 1.513
O -2.969 0.075 0.280
H 0.819 1.534 -0.328
H -0.722 -2.418 0.343
H -2.072 -0.235 0.236
```

Record 9
A cluster of 4 separate species, H8O4 in total at a distorted geometry. Source: OMol25; level of theory: ωB97M-V/def2-TZVPD.

SMILES: O.O.O.O
Gap between HOMO and LUMO, eV: 10.95
Energy relative to the best compared isomer or geometry (same formula, charge and spin), kJ/mol: 92.75

XYZ file:
```
12
H8O4 ωB97M-V/def2-TZVPD
H -3.862 2.108 -26.065
H -6.029 4.312 -23.694
O -3.242 2.624 -25.568
H -3.551 5.219 -23.911
H -3.288 2.158 -24.716
H -6.293 5.054 -24.842
O -3.237 5.344 -24.804
H -5.187 4.938 -27.230
O -6.569 5.048 -23.961
H -2.780 4.543 -24.992
O -5.364 4.953 -26.292
H -4.498 4.981 -25.866
```

Record 10
A cluster of 4 separate species, H8O4 in total. Source: OMol25; level of theory: ωB97M-V/def2-TZVPD.

SMILES: O.O.O.O
Gap between HOMO and LUMO, eV: 11.20
Energy relative to the best compared isomer or geometry (same formula, charge and spin), kJ/mol: 91.54

XYZ file:
```
12
H8O4 ωB97M-V/def2-TZVPD
O -1.721 -1.257 3.651
H -1.853 -2.186 3.865
H -0.356 1.408 -2.776
H 1.433 1.179 -1.449
O -0.607 -0.524 0.909
H 2.567 0.737 -0.520
O 2.016 1.494 -0.744
H -0.218 0.307 -3.843
H -1.081 -1.250 2.924
H -0.760 0.007 0.121
H 0.353 -0.616 0.945
O 0.226 0.701 -3.084
```

Record 11
A cluster of 4 separate species, H8O4 in total at a distorted geometry. Source: OMol25; level of theory: ωB97M-V/def2-TZVPD.

SMILES: O.O.O.O
Gap between HOMO and LUMO, eV: 11.57
Energy relative to the best compared isomer or geometry (same formula, charge and spin), kJ/mol: 171.30

XYZ file:
```
12
H8O4 ωB97M-V/def2-TZVPD
O 0.060 -0.726 0.264
O -3.678 -0.747 -0.194
H 2.594 -1.197 -0.804
O 3.224 -0.944 -0.214
H 1.014 -0.852 -0.039
H -2.980 -0.825 -0.773
H -0.104 -1.260 1.043
H 0.731 2.254 0.233
H -3.651 -1.619 0.287
H 3.062 -0.052 0.180
H -0.127 3.423 0.116
O -0.145 2.545 -0.100
```

Record 12
A cluster of 4 separate species, H8O4 in total at a distorted geometry. Source: OMol25; level of theory: ωB97M-V/def2-TZVPD.

SMILES: O.O.O.O
Gap between HOMO and LUMO, eV: 9.55
Energy relative to the best compared isomer or geometry (same formula, charge and spin), kJ/mol: 307.93

XYZ file:
```
12
H8O4 ωB97M-V/def2-TZVPD
H 1.199 -0.752 -0.152
O -0.468 -1.075 0.630
H -0.921 1.927 0.905
H -0.850 -1.217 1.496
O 1.691 -0.480 -0.926
H 1.687 0.477 -0.889
H -0.166 -0.167 0.647
O -0.841 -0.018 -1.276
H -0.982 -0.522 -0.474
O -0.419 1.121 0.781
H -0.381 -0.621 -1.860
H 0.453 1.328 1.117
```

Record 13
A cluster of 4 separate species, H8O4 in total at a distorted geometry. Source: OMol25; level of theory: ωB97M-V/def2-TZVPD.

SMILES: O.O.O.O
Gap between HOMO and LUMO, eV: 11.50
Energy relative to the best compared isomer or geometry (same formula, charge and spin), kJ/mol: 74.39

XYZ file:
```
12
H8O4 ωB97M-V/def2-TZVPD
H -0.618 2.274 -0.247
H -0.910 -2.136 2.077
H -1.879 1.597 -0.352
O 1.807 0.980 0.408
O -0.454 -1.400 1.651
H -0.257 -1.586 0.709
H 1.723 0.562 1.285
O -1.169 1.867 -0.873
H 0.613 -1.247 -1.892
H -0.519 -0.378 -1.420
O 0.186 -0.910 -1.133
H 1.472 0.377 -0.214
```

Record 14
A cluster of 4 separate species, H8O4 in total at a distorted geometry. Source: OMol25; level of theory: ωB97M-V/def2-TZVPD.

SMILES: O.O.O.O
Gap between HOMO and LUMO, eV: 10.61
Energy relative to the best compared isomer or geometry (same formula, charge and spin), kJ/mol: 81.64

XYZ file:
```
12
H8O4 ωB97M-V/def2-TZVPD
H 1.572 0.508 -3.304
H -1.256 -0.036 0.318
H -0.966 -0.687 2.085
H 0.409 -1.020 2.598
H 1.420 -0.137 -2.012
H 0.318 1.158 -0.932
H 0.520 1.693 0.509
O -1.595 -0.961 0.448
O -0.442 -0.688 2.919
H -0.909 -1.434 -0.026
O -0.023 1.115 -0.022
O 0.957 0.492 -2.583
```

Record 15
A structure of composition H8O4Pd at a distorted geometry. Source: OMol25; level of theory: ωB97M-V/def2-TZVPD.

Total charge: +2
Gap between HOMO and LUMO (alpha / beta), eV: 10.18 / 8.50
<S²>: 2.00
Spin multiplicity: 3
Energy relative to the best compared isomer or geometry (same formula, charge and spin), kJ/mol: 162.35

XYZ file:
```
13
H8O4Pd ωB97M-V/def2-TZVPD
H 0.902 1.871 1.352
Pd 0.045 -0.068 0.010
H 1.865 -0.327 -1.576
H -1.761 -1.148 0.968
O -0.914 0.459 -1.267
O -0.863 -1.392 0.624
H -1.844 0.667 -1.249
O 0.273 1.161 1.141
H -0.748 1.011 -2.030
H -0.101 0.974 2.001
O 1.507 -0.496 -0.713
H 2.315 -0.463 -0.229
H -0.681 -2.250 0.962
```

Record 16
A cluster of 4 separate species, H9NO3 in total. Source: OMol25; level of theory: ωB97M-V/def2-TZVPD.

SMILES: N.O.O.O
Gap between HOMO and LUMO, eV: 9.79
Energy relative to the best compared isomer or geometry (same formula, charge and spin), kJ/mol: 85.39

XYZ file:
```
13
H9NO3 ωB97M-V/def2-TZVPD
N 1.624 1.200 0.142
H 0.726 2.923 2.918
O -0.922 -2.499 -5.894
H 0.851 1.791 0.350
O 0.343 2.097 3.240
H -1.368 -1.890 -6.494
H 1.612 0.207 0.229
H -1.306 -0.667 1.736
H 2.485 1.644 -0.098
O -1.020 -0.935 2.618
H -0.870 -0.078 3.038
H -1.042 -3.364 -6.315
H 0.408 2.232 4.197
```

Record 17
A cluster of 4 separate species, H9NO3 in total. Source: OMol25; level of theory: ωB97M-V/def2-TZVPD.

SMILES: N.O.O.O
Gap between HOMO and LUMO, eV: 10.32
Energy relative to the best compared isomer or geometry (same formula, charge and spin), kJ/mol: 25.11

XYZ file:
```
13
H9NO3 ωB97M-V/def2-TZVPD
O 0.659 0.933 -1.756
O -0.180 -1.751 -1.407
N 0.429 1.747 1.363
H 0.231 1.372 0.438
H 0.961 1.034 1.858
H 1.134 2.480 1.234
O -1.311 -1.034 1.165
H -1.510 -0.835 2.083
H -0.075 -2.716 -1.419
H 1.571 1.224 -1.870
H -0.478 -1.508 -0.513
H 0.700 -0.038 -1.853
H -2.132 -0.908 0.676
```

Record 18
A cluster of 4 separate species, H9NO3 in total at a distorted geometry. Source: OMol25; level of theory: ωB97M-V/def2-TZVPD.

SMILES: N.O.O.O
Gap between HOMO and LUMO, eV: 10.91
Energy relative to the best compared isomer or geometry (same formula, charge and spin), kJ/mol: 73.65

XYZ file:
```
13
H9NO3 ωB97M-V/def2-TZVPD
H 1.140 -0.935 0.635
H 1.320 -1.147 -0.804
H 1.228 1.652 0.219
N 3.147 2.325 -2.083
H 3.524 2.169 -1.154
O -5.259 -2.606 0.913
O 1.269 1.669 1.169
H 2.462 3.051 -1.976
H 2.684 1.467 -2.376
H -5.909 -2.496 1.579
H 0.766 2.416 1.502
H -4.993 -1.714 0.756
O 0.962 -1.596 -0.022
```

Record 19
A cluster of 2 separate species, H9NSi3 in total at a distorted geometry. Source: OMol25; level of theory: ωB97M-V/def2-TZVPD.

Gap between HOMO and LUMO, eV: 7.02
Energy relative to the best compared isomer or geometry (same formula, charge and spin), kJ/mol: 209.76

XYZ file:
```
13
H9NSi3 ωB97M-V/def2-TZVPD
Si -0.628 -0.548 -0.461
H 3.089 -1.159 -0.315
N -1.196 -1.865 0.465
Si 2.618 0.265 0.101
H -1.992 -2.446 0.256
H -1.707 1.935 -1.476
H -0.569 -2.327 1.084
H -2.963 1.195 0.597
H -0.445 2.159 0.670
Si -1.580 1.476 -0.081
H 3.363 1.431 -0.519
H 2.949 0.571 1.556
H -0.938 -0.686 -1.877
```

Record 20
A cluster of 4 separate species, H9O4 in total at a distorted geometry. Source: OMol25; level of theory: ωB97M-V/def2-TZVPD.

Total charge: +1
Gap between HOMO and LUMO, eV: 12.47
Energy relative to the best compared isomer or geometry (same formula, charge and spin), kJ/mol: 68.38

XYZ file:
```
13
H9O4 ωB97M-V/def2-TZVPD
H -1.346 1.110 -1.798
H -2.285 -0.017 -1.946
H 3.472 -0.792 -0.855
O -1.197 1.333 1.601
H -0.449 0.343 0.833
H 2.725 -2.026 -0.162
O -0.068 -0.519 0.335
H 0.891 -0.439 0.014
H -2.018 1.092 1.940
O -1.402 0.148 -1.719
H -0.883 2.065 2.130
O 2.730 -1.066 -0.165
H -0.615 -0.503 -0.569
```